C36H27IrN5P2S | the ωB97M-V functional and the def2-TZVPD basis

The value obtained for the total energy is -77431.0142 eV. The molecular weight comes out at 815.88 g mol⁻¹. The value obtained for the relative energy (zero: lowest compared OMol25 entry of this formula, charge and spin) is 33.4 kJ/mol. The LUMO energy (spin up / spin down) is -11.81 / -15.16 eV. Its HOMO energy (spin up / spin down) is -18.70 / -18.81 eV.

Structure (ORCA input):
```
! wB97M-V def2-TZVPD RIJCOSX def2/J DEFGRID3
* xyz 4 6
Ir -0.80 -0.35 0.23
S 3.05 -5.24 -4.13
N 1.55 -5.36 -3.56
C 1.33 -4.25 -2.88
C 0.13 -3.91 -2.17
C -1.00 -4.75 -2.12
C -2.09 -4.33 -1.39
C -2.02 -3.12 -0.72
N -0.94 -2.32 -0.76
C 0.12 -2.69 -1.48
C 1.27 -1.76 -1.52
N 1.12 -0.59 -0.89
C 2.14 0.28 -0.89
C 3.35 0.04 -1.53
C 3.51 -1.15 -2.21
C 2.45 -2.07 -2.21
C 2.50 -3.33 -2.89
N 3.52 -3.81 -3.57
H -0.99 -5.70 -2.65
H -2.99 -4.94 -1.33
H -2.85 -2.79 -0.12
H 1.98 1.21 -0.37
H 4.13 0.78 -1.51
H 4.43 -1.39 -2.73
N -0.57 2.31 1.74
P -0.26 0.70 2.34
C -1.01 0.77 3.97
C -0.47 1.69 4.87
C -1.04 1.81 6.12
C -2.12 1.00 6.48
C -2.64 0.08 5.58
C -2.09 -0.04 4.32
C 1.52 0.60 2.59
C 2.40 1.65 2.32
C 3.75 1.51 2.62
C 4.21 0.32 3.17
C 3.34 -0.73 3.43
C 1.99 -0.59 3.13
P -0.96 2.60 0.15
C -1.71 4.23 0.11
C -1.28 5.17 -0.84
C -1.93 6.39 -0.90
C -2.97 6.67 -0.03
C -3.39 5.72 0.91
C -2.76 4.49 0.99
C -2.27 1.32 -0.15
C -2.51 0.99 -1.51
C -3.69 0.33 -1.86
C -4.62 0.01 -0.89
C -4.40 0.33 0.46
C -3.24 0.98 0.84
H -0.26 3.11 2.30
H 0.41 2.28 4.63
H -0.64 2.52 6.83
H -2.53 1.07 7.48
H -3.49 -0.53 5.86
H -2.49 -0.76 3.62
H 2.05 2.60 1.91
H 4.43 2.33 2.44
H 5.26 0.22 3.43
H 3.70 -1.65 3.87
H 1.30 -1.40 3.37
H -0.47 4.96 -1.52
H -1.61 7.13 -1.62
H -3.47 7.63 -0.07
H -4.21 5.94 1.59
H -3.08 3.77 1.74
H -1.82 1.31 -2.28
H -3.89 0.11 -2.90
H -5.55 -0.47 -1.17
H -5.15 0.10 1.20
H -3.10 1.26 1.87
*
```


C61H42BI4IrN6O3S | the ωB97M-V functional and the def2-TZVPD basis

The value obtained for the total energy is -125780.3080 eV. The molecular weight comes out at 1649.76 g mol⁻¹. The LUMO energy (spin up / spin down) is -1.09 / -1.09 eV. Its HOMO energy (spin up / spin down) is -6.58 / -6.58 eV.

Structure (ORCA input):
```
! wB97M-V def2-TZVPD RIJCOSX def2/J DEFGRID3
* xyz 0 1
Ir -0.12 1.73 0.13
I -4.52 6.64 -7.07
C -3.60 5.62 -5.49
C -3.66 6.14 -4.21
C -3.04 5.46 -3.17
C -2.37 4.26 -3.39
C -2.33 3.76 -4.69
C -2.94 4.43 -5.74
C -1.69 3.53 -2.29
C -0.31 3.42 -2.36
C 0.52 4.17 -3.28
C 1.80 3.93 -2.95
C 1.79 2.98 -1.86
C 2.90 2.35 -1.32
C 4.26 2.74 -1.78
C 4.64 2.69 -3.12
C 5.91 3.07 -3.53
C 6.83 3.49 -2.58
I 8.74 4.06 -3.18
C 6.49 3.52 -1.24
C 5.21 3.15 -0.85
C 2.84 1.33 -0.36
N 1.74 1.00 0.38
C 2.09 -0.06 1.18
C 1.31 -0.56 2.23
C 1.91 -1.59 3.12
C 3.19 -1.45 3.66
C 3.77 -2.47 4.40
C 3.08 -3.64 4.63
I 3.98 -5.21 5.66
C 1.78 -3.79 4.17
C 1.21 -2.76 3.42
C 0.03 -0.11 2.55
C -0.68 -0.40 3.78
C -1.83 0.30 3.76
C -1.87 1.02 2.51
N -0.71 0.78 1.81
C -2.93 1.81 2.07
C -2.99 2.39 0.80
C -4.19 2.95 0.22
C -3.87 3.35 -1.03
C -2.46 3.09 -1.21
N -1.97 2.46 -0.10
C -4.06 2.09 2.99
C -4.84 1.09 3.56
C -5.88 1.38 4.42
C -6.15 2.71 4.74
I -7.70 3.16 6.05
C -5.40 3.73 4.18
C -4.36 3.41 3.31
C 3.44 -0.47 0.84
C 3.90 0.40 -0.08
N 0.49 2.73 -1.49
H -4.16 7.08 -4.02
H -3.06 5.88 -2.17
H -1.81 2.83 -4.88
H -2.90 4.02 -6.74
H 0.16 4.80 -4.07
H 2.68 4.37 -3.40
H 3.93 2.33 -3.86
H 6.18 3.03 -4.57
H 7.21 3.85 -0.50
H 4.94 3.18 0.20
H 3.73 -0.53 3.51
H 4.77 -2.34 4.80
H 1.21 -4.69 4.36
H 0.19 -2.88 3.06
H -0.32 -1.04 4.57
H -2.58 0.34 4.53
H -5.15 3.00 0.70
H -4.53 3.78 -1.77
H -4.66 0.06 3.29
H -6.48 0.59 4.85
H -5.60 4.76 4.42
H -3.77 4.21 2.88
H 3.96 -1.32 1.25
H 4.87 0.40 -0.56
O -2.84 -0.36 -1.13
B -1.82 -0.98 -0.46
O -2.26 -1.73 0.62
C -3.63 -1.53 0.63
C -4.56 -2.06 1.49
C -5.89 -1.70 1.26
C -6.24 -0.85 0.22
C -5.28 -0.32 -0.65
C -3.98 -0.69 -0.41
H -4.27 -2.72 2.30
H -6.66 -2.09 1.91
H -7.28 -0.59 0.07
H -5.53 0.34 -1.46
C 3.21 -4.31 -3.71
C 2.59 -5.07 -2.55
C 1.20 -4.57 -2.18
N 1.26 -3.20 -1.63
C 0.35 -2.67 -0.80
S -0.12 -1.03 -1.13
N -0.08 -3.36 0.27
C 0.42 -4.57 0.86
O -0.38 -5.24 1.46
C 1.87 -4.85 0.80
C 2.26 -6.18 0.89
C 3.61 -6.50 0.92
C 4.56 -5.49 0.89
C 4.17 -4.16 0.83
C 2.82 -3.84 0.78
H 4.18 -4.73 -3.98
H 3.39 -3.26 -3.46
H 2.57 -4.34 -4.59
H 3.23 -5.01 -1.67
H 2.49 -6.13 -2.81
H 0.74 -5.23 -1.45
H 0.55 -4.54 -3.06
H 1.60 -2.52 -2.30
H -0.94 -3.03 0.70
H 1.51 -6.96 0.94
H 3.92 -7.54 0.99
H 5.62 -5.74 0.92
H 4.91 -3.37 0.83
H 2.52 -2.80 0.76
*
```


C4H8N2O2 | the ωB97M-V functional and the def2-TZVPD basis

The value obtained for the total energy is -11349.4679 eV. Its SMILES is CO/C=C\N=C/NO. The molecular weight comes out at 116.12 g mol⁻¹. The value obtained for the relative energy (zero: lowest compared OMol25 entry of this formula, charge and spin) is 448.2 kJ/mol. The LUMO energy is 0.72 eV. Its HOMO energy is -7.80 eV.

Structure (ORCA input):
```
! wB97M-V def2-TZVPD RIJCOSX def2/J DEFGRID3
* xyz 0 1
C -2.55 0.82 0.07
C -1.38 -1.25 -0.05
C -0.13 -0.80 -0.03
C 1.47 0.97 -0.03
H -3.60 1.11 0.21
H -2.03 1.09 1.01
H -2.12 1.25 -0.85
H -1.56 -2.30 -0.13
H 0.62 -1.58 0.05
H 1.58 2.06 0.04
H 3.46 0.88 0.17
H 2.99 -1.49 -0.58
N 0.27 0.53 0.04
N 2.69 0.31 -0.19
O -2.56 -0.61 -0.01
O 2.85 -1.00 0.27
*
```


> molecular weight of number 2 (C61H42BI4IrN6O3S)?

1649.76 g mol⁻¹